A structure of composition C24H42NO5PPd. Source: the Open Molecules 2025 dataset; level of theory: ωB97M-V with the def2-TZVPD basis set.

```
! wB97M-V def2-TZVPD RIJCOSX def2/J DEFGRID3
* xyz 0 1
Pd 1.6971 -0.2858 0.4145
O 1.6235 -2.6837 1.9206
C 2.8720 -2.4615 2.5609
C 3.9332 -1.9367 1.6152
N 3.6766 -0.5995 1.0242
C 4.3425 -0.5134 -0.2872
C 3.5864 -1.4041 -1.2852
O 4.1607 -1.9047 -2.2265
O 2.3121 -1.5582 -1.0227
C 3.9802 0.4760 1.9929
C 2.6733 0.8872 2.6934
O 2.5860 0.9474 3.8988
O 1.7269 1.1654 1.8326
H 1.7685 -3.2260 1.1365
H 2.6803 -1.7679 3.3806
H 3.2513 -3.3958 2.9867
H 4.8884 -1.8971 2.1492
H 4.0446 -2.6496 0.7954
H 4.2808 0.5157 -0.6431
H 5.3925 -0.8118 -0.2428
H 4.7208 0.1588 2.7265
H 4.3584 1.3434 1.4526
C -1.5898 4.3437 -0.9256
C -1.3428 3.9501 0.5374
C -0.6024 2.6082 0.6493
C -1.0107 1.6895 -0.5146
C -0.4372 2.2846 -1.8198
C -0.4576 3.8250 -1.8048
P -0.4272 -0.0271 -0.2632
C -0.7197 -0.9999 -1.7853
C -2.1844 -1.0450 -2.2629
C -2.2735 -1.6098 -3.6941
C -1.1537 -2.6144 -3.9577
C 0.2240 -1.9243 -3.8916
C 0.1839 -0.6859 -2.9878
C -1.5219 -0.8294 0.9877
C -3.0154 -0.4117 0.9349
C -3.3793 0.5678 2.0474
C -3.1626 -0.0550 3.4357
C -2.0112 -1.0723 3.4392
C -0.9461 -0.6986 2.4149
H -1.6884 5.4262 -1.0175
H -2.5348 3.9161 -1.2759
H -2.2978 3.8905 1.0668
H -0.7544 4.7224 1.0375
H -0.8036 2.1568 1.6181
H 0.4757 2.7487 0.6107
H -2.1025 1.6542 -0.5706
H -1.0134 1.9189 -2.6713
H 0.5908 1.9367 -1.9514
H -0.5628 4.1967 -2.8252
H 0.4939 4.2072 -1.4259
H -0.4327 -2.0018 -1.4392
H -2.6230 -0.0430 -2.2390
H -2.7723 -1.6695 -1.5866
H -2.2004 -0.7966 -4.4210
H -3.2503 -2.0734 -3.8420
H -1.2950 -3.0893 -4.9293
H -1.2129 -3.4137 -3.2127
H 0.5452 -1.6306 -4.8929
H 0.9773 -2.6128 -3.5042
H -0.2295 0.1609 -3.5383
H 1.1900 -0.4223 -2.6771
H -1.4548 -1.8873 0.7096
H -3.6324 -1.3086 1.0433
H -3.2725 0.0131 -0.0346
H -4.4219 0.8717 1.9368
H -2.7810 1.4756 1.9407
H -4.0822 -0.5439 3.7651
H -2.9545 0.7378 4.1573
H -2.3900 -2.0733 3.2072
H -1.5682 -1.1303 4.4342
H -0.0766 -1.3472 2.5040
H -0.5940 0.3166 2.6114
*
```

The max |F| is 0.8 eV/A. Its total energy is -1839.96089 a.u. The value obtained for the HOMO-LUMO gap is 9.43 eV.

A structure of composition C24H42NOP3Pm at a distorted geometry. Source: the Open Molecules 2025 dataset; level of theory: ωB97M-V with the def2-TZVPD basis set.

```
! wB97M-V def2-TZVPD RIJCOSX def2/J DEFGRID3
* xyz 3 5
Pm 1.5409 0.6592 -0.4390
P 0.9398 1.1525 2.4874
P -0.9453 -1.7946 1.1655
P -2.9815 1.5614 -0.5244
H 2.3908 1.5385 -5.3573
C 2.0407 2.5352 -5.0171
C 2.5344 3.1160 -3.9275
H 3.5202 2.8909 -3.4440
C 2.6790 0.8856 3.0356
C -0.0288 0.5452 3.9448
C 0.6975 2.9749 2.6732
C -2.0154 -2.6715 -0.0449
C -0.0857 -3.3008 1.7761
C -2.2507 -1.8198 2.5056
C -3.0988 3.2241 -1.1846
C -3.0659 1.5368 1.2498
C -4.3963 0.7002 -1.2398
H 1.6264 3.1689 -5.8651
H 2.0717 4.0358 -3.5449
H 3.3981 1.3131 2.3086
H 2.8988 -0.1978 3.1101
H 2.8821 1.3505 4.0160
H -0.0360 -0.5570 3.9993
H -1.0843 0.8710 3.9068
H 0.3780 0.9117 4.9073
H 1.1155 3.4857 1.7905
H 1.1947 3.3762 3.5713
H -0.3749 3.2261 2.7265
H -2.7914 -3.2697 0.4682
H -1.4134 -3.3609 -0.6513
H -2.5109 -1.9388 -0.6975
H -0.7902 -3.8829 2.3887
H 0.7743 -3.0294 2.3976
H 0.2685 -3.9241 0.9457
H -3.1596 -2.3064 2.1377
H -2.5329 -0.8141 2.8190
H -1.8949 -2.3877 3.3706
H -3.9693 3.6883 -0.6982
H -3.2093 3.3015 -2.2830
H -2.1762 3.7457 -0.8969
H -3.3846 2.5363 1.6198
H -2.0831 1.2969 1.6912
H -3.7998 0.7730 1.5578
H -5.2183 1.4237 -1.3697
H -4.7216 -0.1099 -0.5733
H -4.1751 0.2446 -2.2235
C -0.4093 1.6759 -3.0878
C -1.0022 1.2079 -4.2639
C -1.4736 2.0690 -5.2605
C -1.4290 3.4499 -5.0535
C -0.6601 3.9526 -3.9976
C -0.2251 3.0919 -2.9685
O 0.0575 0.8594 -2.1161
H -1.8766 0.9244 -1.1188
H -0.8591 0.1462 -4.4273
H -1.8759 1.6171 -6.1677
H -1.7983 4.1685 -5.7674
H -0.3838 5.0527 -4.1117
H 0.5037 3.4548 -2.2221
N 2.4330 -1.5009 -0.0240
C 2.8262 -2.5484 0.3591
C 3.3399 -3.6740 1.0279
C 4.0239 -3.4481 2.2341
C 4.3578 -4.5335 3.0492
C 4.1228 -5.8418 2.6326
C 3.3754 -6.0626 1.4622
C 3.0353 -5.0021 0.6122
H 4.2793 -2.4417 2.5304
H 4.8040 -4.3498 4.0083
H 4.4875 -6.6949 3.2159
H 3.0481 -7.0769 1.2241
H 2.5415 -5.1998 -0.3581
*
```

Its expectation value of S² is 6.02. The max |F| is 3.2 eV/A. Its total energy is -2701.10667 a.u. The value obtained for the HOMO-LUMO gap (spin up / spin down) is 5.35 / 6.18 eV.

A structure of composition C24H42NP3SeTm at a distorted geometry. Source: the Open Molecules 2025 dataset; level of theory: ωB97M-V with the def2-TZVPD basis set.

```
! wB97M-V def2-TZVPD RIJCOSX def2/J DEFGRID3
* xyz 3 3
Tm -0.4851 -0.0948 -1.2944
P -3.2333 -0.1658 -0.9504
P 0.1630 -2.7760 -0.7648
P -0.1481 2.6456 -0.7956
H 4.7560 -0.8788 -1.4812
C 4.5157 0.1108 -1.0962
C 4.2783 0.2141 0.2219
H 4.3356 -0.7187 0.8047
C -4.0528 -0.2325 -2.5937
C -4.0241 -1.5824 -0.0899
C -4.1050 1.2592 -0.1803
C 1.9162 -3.2394 -0.5493
C -0.6481 -3.4165 0.6622
C -0.4130 -3.7249 -2.1489
C 1.5789 3.2544 -0.6184
C -0.9185 3.4833 0.6467
C -0.7150 3.7540 -2.1520
H 4.4887 0.9143 -1.8441
H 3.9748 1.0992 0.7813
H -5.1373 -0.3394 -2.4512
H -3.6665 -1.0901 -3.1608
H -3.8290 0.6836 -3.1561
H -5.1107 -1.5742 -0.2654
H -3.8277 -1.5105 0.9887
H -3.6038 -2.5282 -0.4599
H -5.1938 1.1594 -0.3071
H -3.7693 2.1976 -0.6442
H -3.8664 1.2954 0.8917
H 2.0513 -4.0573 -1.2487
H 2.0118 -3.4806 0.5103
H 2.5823 -2.3984 -0.7960
H -0.6951 -4.4903 0.4690
H -1.6594 -3.0540 0.8405
H -0.0149 -3.2570 1.5328
H 0.1434 -4.6610 -2.0299
H -0.2040 -3.3031 -3.1355
H -1.4768 -3.9667 -2.0628
H 1.7061 4.1377 -1.2604
H 2.2871 2.4729 -0.9276
H 1.7665 3.5267 0.4296
H -0.8870 4.5720 0.4873
H -0.3544 3.2187 1.5517
H -1.9598 3.1520 0.7605
H -0.1767 4.7074 -2.0853
H -1.7992 3.9154 -2.0899
H -0.4860 3.2834 -3.1256
C 0.9333 0.3237 -4.9285
C 2.2692 -0.0049 -4.5694
C 3.2796 -0.0700 -5.5599
C 2.9327 0.1139 -6.9101
C 1.6015 0.3549 -7.2973
C 0.6122 0.4162 -6.3093
Se -0.5629 0.8647 -3.8048
H 0.7491 -1.3977 -0.5856
H 2.5320 -0.1323 -3.5101
H 4.3306 -0.2486 -5.2708
H 3.6994 0.0735 -7.6745
H 1.3124 0.5143 -8.3512
H -0.4271 0.6405 -6.5764
N -0.3213 0.0040 1.1119
C -0.0808 -0.0106 2.2633
C 0.0602 -0.0013 3.6790
C -1.1292 0.1679 4.4149
C -1.1058 0.1534 5.8076
C 0.1072 -0.0202 6.4814
C 1.3036 -0.1557 5.7628
C 1.2913 -0.1415 4.3633
H -2.0698 0.3076 3.8809
H -2.0434 0.2753 6.3527
H 0.1175 -0.0465 7.5755
H 2.2447 -0.2756 6.3084
H 2.2313 -0.2370 3.8097
*
```

Its expectation value of S² is 2.01. The max |F| is 4.7 eV/A. Its total energy is -5504.09339 a.u. The value obtained for the HOMO-LUMO gap (spin up / spin down) is 3.50 / 3.50 eV.

A structure of composition C24H43AuN2OP3S at a distorted geometry. Source: the Open Molecules 2025 dataset; level of theory: ωB97M-V with the def2-TZVPD basis set.

```
! wB97M-V def2-TZVPD RIJCOSX def2/J DEFGRID3
* xyz 3 3
Au -0.5704 0.4393 -0.8290
P -0.3998 2.8378 -0.8620
P -1.5764 0.2694 1.3996
P 1.7181 -0.4456 -1.4356
H -2.3273 -3.6171 -0.6660
C -1.6371 -4.4582 -0.6765
C -0.7704 -4.6301 0.3667
H -0.8557 -4.0628 1.2944
C -2.0319 3.4849 -1.3890
C 0.0311 3.7294 0.6712
C 0.7637 3.4695 -2.1096
C -1.8991 -1.4537 1.8102
C -0.8005 0.9193 2.9007
C -3.2112 1.0827 1.3764
C 1.6418 -2.2399 -1.3081
C 3.1818 0.0884 -0.5353
C 1.9828 -0.0217 -3.1707
H -1.6303 -5.0930 -1.5770
H -0.0455 -5.4412 0.3374
H -1.9786 4.5708 -1.5522
H -2.7887 3.2774 -0.6162
H -2.3371 3.0058 -2.3332
H 0.2523 4.7842 0.4340
H 0.9122 3.2812 1.1667
H -0.8183 3.7038 1.3702
H 0.6734 4.5635 -2.2118
H 0.5547 3.0077 -3.0856
H 1.7931 3.2238 -1.8047
H -2.8879 -1.5091 2.2843
H -1.1249 -1.7838 2.5139
H -1.8679 -2.1057 0.9277
H -1.5909 1.2053 3.6089
H -0.1632 1.7851 2.6967
H -0.1664 0.1420 3.3380
H -3.7616 0.7196 2.2514
H -3.7609 0.8152 0.4629
H -3.0937 2.1742 1.4225
H 2.5492 -2.6730 -1.7425
H 0.7616 -2.6210 -1.8353
H 1.5627 -2.5291 -0.2537
H 4.0274 -0.5415 -0.8403
H 3.0237 -0.0095 0.5490
H 3.4070 1.1361 -0.7678
H 2.8300 -0.5989 -3.5523
H 2.2061 1.0474 -3.2667
H 1.0963 -0.2597 -3.7688
C -1.8508 -0.6506 -3.2953
C -2.8111 0.3845 -3.4472
C -3.2280 0.7144 -4.7267
C -2.6550 -0.0075 -5.7933
C -1.7400 -1.0663 -5.6668
C -1.3332 -1.4226 -4.3790
O -1.2553 -1.0320 -2.1028
H -2.1580 1.0372 -0.5756
H -3.1585 0.8910 -2.5237
H -3.9710 1.5186 -4.8728
H -2.9741 0.2428 -6.7924
H -1.3061 -1.6305 -6.4810
H -0.6119 -2.1799 -4.0892
N 2.7410 2.5361 2.3397
C 2.7035 1.3678 3.0631
N 2.7762 0.1690 2.5381
C 2.5771 -0.8301 3.4791
C 2.4407 -2.2042 3.2305
C 2.0742 -3.0515 4.2717
C 1.8809 -2.5490 5.5656
C 2.0193 -1.1833 5.8317
C 2.3461 -0.3267 4.7861
S 2.4032 1.4317 4.7863
H 2.9033 3.3669 2.8994
H 3.2636 2.4835 1.4693
H 2.6143 -2.5654 2.2080
H 1.9474 -4.1241 4.0810
H 1.6191 -3.2342 6.3805
H 1.8697 -0.7547 6.8225
*
```

Its expectation value of S² is 2.04. The max |F| is 2.8 eV/A. Its total energy is -2681.89942 a.u. The value obtained for the HOMO-LUMO gap (spin up / spin down) is 5.51 / 2.35 eV.